C3H7S | the ωB97M-V functional and the def2-TZVPD basis

Results
HOMO, eV: -2.47
Max |F|, eV/A: 0.6
Kohn-Sham gap, eV: 6.56
Total charge: -1
LUMO energy, eV: 4.087

Each line ends with the Mulliken charge.
Cartesian coordinates (Å):
S  0.07  -2.63  -1.02  -0.855
C  -0.21  0.76  -1.19  -0.617
C  0.33  0.98  1.29  -0.919
C  -0.24  0.32  0.07  -0.030
H  -0.66  -0.68  0.20  0.245
H  -0.35  0.01  -1.96  0.217
H  0.01  1.78  -1.48  0.262
H  -0.42  1.03  2.08  0.249
H  0.78  1.95  1.08  0.298
H  -0.44  -3.83  -0.71  -0.058
H  1.13  0.31  1.63  0.208